# 1
Below is a 15-piece molecular cluster, C19H68N22O19 overall in a non-equilibrium geometry, with properties calculated with ωB97M-V/def2-TZVPD.

Last column: Löwdin charge in e.
Geometry (Å):
C  -3.5542  -3.1829  -0.2365  -0.764
O  -2.6868  -3.8305  -0.7879  0.048
N  -4.8332  -3.2095  -0.5385  0.161
N  -3.3776  -2.4095  0.7985  0.199
H  -5.1179  -3.6733  -1.3893  0.128
H  -5.3392  -2.9065  0.2815  0.106
H  -2.4562  -2.1723  1.1375  0.082
H  -4.1545  -1.9233  1.2229  0.104
C  -1.9195  -0.2380  -2.7667  -0.635
O  -0.7213  -0.3778  -3.1684  -0.032
N  -2.5036  0.8760  -2.3031  0.164
N  -2.8006  -1.1954  -2.6201  0.201
H  -2.2679  1.8031  -2.6270  0.105
H  -3.3907  0.8114  -1.8245  0.058
H  -3.7743  -1.0473  -2.3966  0.087
H  -2.5279  -2.1639  -2.7085  0.107
C  -1.6462  2.8206  4.3305  -0.649
O  -0.9932  1.7789  4.4388  -0.012
N  -2.7056  3.0663  3.5569  0.168
N  -1.1415  3.9193  4.9259  0.186
H  -3.3163  2.3146  3.2702  0.077
H  -2.9307  4.0452  3.4519  0.116
H  -1.6243  4.8051  4.8776  0.113
H  -0.3857  3.7990  5.5850  0.099
C  0.0739  -4.4023  -3.0517  -0.778
O  -0.5277  -5.3887  -3.1196  0.092
N  0.9136  -4.0315  -4.0329  0.157
N  -0.0729  -3.3941  -2.1668  0.176
H  1.4631  -3.1841  -4.0247  0.071
H  1.1194  -4.7927  -4.6640  0.106
H  -0.7537  -3.4796  -1.4257  0.057
H  0.4784  -2.5671  -2.3465  0.063
C  2.1460  -0.6013  -5.8830  -0.735
O  1.1830  -0.7136  -6.6401  0.019
N  3.3735  -0.2810  -6.2050  0.146
N  2.1897  -0.5977  -4.5599  0.164
H  3.6327  -0.1810  -7.1761  0.113
H  4.1613  -0.1337  -5.5904  0.104
H  1.3152  -0.4552  -4.0752  0.074
H  3.0979  -0.6481  -4.1208  0.084
C  -1.4365  4.2932  0.0154  -0.855
O  -0.7176  4.2326  -0.9349  0.074
N  -1.0833  3.9705  1.2550  0.193
N  -2.5955  4.7153  -0.0502  0.178
H  -0.1511  3.6056  1.3888  0.085
H  -1.7926  3.6619  1.9044  0.041
H  -2.7566  5.0024  -1.0050  0.139
H  -3.0820  5.0254  0.7788  0.124
C  0.5381  2.7977  -4.2555  -0.816
O  1.3625  2.4351  -3.4557  0.017
N  0.4448  4.0598  -4.5603  0.191
N  -0.4235  2.1249  -4.6208  0.222
H  -0.3505  4.3063  -5.1321  0.113
H  1.2504  4.6493  -4.4071  0.125
H  -0.9218  2.3299  -5.4750  0.140
H  -0.6589  1.2511  -4.1724  0.077
C  4.7722  2.2044  -3.6837  -0.744
O  6.0096  2.2943  -3.6615  -0.010
N  4.0147  1.4665  -2.8613  0.171
N  4.0365  2.8350  -4.5525  0.165
H  4.2740  0.7395  -2.2099  0.105
H  3.0430  1.7338  -2.9291  0.045
H  3.0360  2.8356  -4.4142  0.061
H  4.5202  3.5249  -5.1094  0.121
C  -2.2658  -1.7160  4.9034  -0.776
O  -2.3560  -2.8513  4.4488  0.018
N  -2.5662  -1.4525  6.0854  0.193
N  -1.9178  -0.6875  4.1543  0.192
H  -2.5539  -0.4937  6.4026  0.128
H  -2.8524  -2.2621  6.6171  0.138
H  -1.6975  0.2456  4.4719  0.035
H  -1.6073  -0.9053  3.2182  0.066
C  2.0800  3.5649  4.4466  -0.779
O  2.6242  4.6458  4.6341  0.024
N  1.6930  3.1470  3.2736  0.187
N  1.7672  2.7745  5.4576  0.152
H  1.7987  3.8308  2.5379  0.128
H  1.1665  2.2869  3.2176  0.073
H  1.9739  3.1478  6.3730  0.123
H  1.4100  1.8449  5.2892  0.096
C  4.0467  -0.2750  2.5191  -0.734
O  4.8965  0.1535  1.7151  0.007
N  4.2755  -0.7996  3.6936  0.166
N  2.8108  0.1900  2.4893  0.157
H  5.1558  -1.2678  3.8547  0.123
H  3.4488  -0.8536  4.2714  0.103
H  2.5607  0.7730  1.7034  0.080
H  2.1889  0.1051  3.2806  0.094
C  0.2997  -3.9941  2.6854  -0.185
C  0.9872  -4.5819  1.4051  -0.219
O  0.1300  -5.5646  0.8645  -0.074
O  -0.8875  -3.2592  2.2987  -0.125
H  0.9404  -3.3885  3.3264  0.102
H  -0.0775  -4.8043  3.3094  0.116
H  1.9305  -5.1001  1.5771  0.122
H  0.9648  -3.7977  0.6483  0.093
H  -0.7301  -5.1427  0.8030  0.062
H  -1.5195  -3.1687  3.0156  -0.001
C  3.8724  -2.4247  -1.7355  -0.325
C  4.2910  -3.4418  -0.7565  -0.206
O  4.3886  -2.9445  0.6234  -0.074
O  2.6788  -1.8041  -1.5380  -0.044
H  3.8474  -3.0822  -2.6045  0.125
H  4.6660  -1.6901  -1.8720  0.120
H  5.2548  -3.8267  -1.0895  0.128
H  3.5010  -4.1874  -0.8466  0.121
H  5.3006  -2.9363  0.9231  0.077
H  2.6771  -1.4991  -0.6277  0.078
C  0.2493  0.6331  -0.5439  -0.191
C  0.0254  -0.5225  0.5123  -0.174
O  -0.6811  0.0519  1.6324  -0.086
O  1.2775  1.4971  -0.0082  -0.097
H  -0.6310  1.2224  -0.8006  0.092
H  0.6749  0.2211  -1.4589  0.091
H  0.9967  -0.9793  0.7018  0.095
H  -0.5520  -1.3123  0.0318  0.100
H  -0.2540  0.8958  1.7968  0.049
H  1.6706  1.9706  -0.7450  0.075
C  -5.4556  0.8689  0.1233  -0.170
C  -4.3263  1.4092  1.1079  -0.176
O  -4.8388  1.5913  2.4505  -0.107
O  -4.9402  0.2449  -1.0511  -0.110
H  -6.1507  1.6193  -0.2531  0.122
H  -5.9703  0.1528  0.7639  0.116
H  -3.8888  2.3970  0.9629  0.093
H  -3.4925  0.7235  1.2584  0.112
H  -5.6212  2.1080  2.2443  0.090
H  -5.6447  -0.2525  -1.4727  0.101

Values from the calculation:
Net charge: 0
Energy relative to the best compared isomer or geometry (same formula, charge and spin), kJ/mol: 631.8
LUMO, eV: -0.781

# 2
Below is C20H28BClF4LuN2O2 as an isolated structure in a non-equilibrium geometry, with properties calculated with ωB97M-V/def2-TZVPD.

Last column: Löwdin charge in e.
Geometry (Å):
Lu  -0.2448  -0.2417  0.7457  1.408
Cl  1.8360  -0.1920  -0.5515  -0.018
N  -0.0576  2.2624  0.3954  0.081
N  -0.2064  -2.4801  0.6307  0.002
C  -0.9833  3.0017  -0.1786  -0.340
C  -0.9376  -3.1344  -0.2442  -0.351
C  1.0550  3.1771  0.7667  -0.559
C  0.3904  4.5496  0.6983  -0.062
C  2.1663  3.1372  -0.2680  -0.065
C  1.5796  2.8334  2.1449  -0.028
H  1.7777  3.3982  -1.2624  0.084
H  2.5928  2.1314  -0.3188  -0.006
H  2.9418  3.8669  0.0035  0.088
H  0.7593  2.8214  2.8699  0.076
H  2.3259  3.5726  2.4613  0.093
H  2.0523  1.8447  2.1449  0.085
C  0.6966  -3.4317  1.3091  -0.607
C  0.3427  -4.7634  0.6518  -0.049
C  0.4145  -3.3883  2.7837  -0.191
C  2.1472  -3.0418  1.1017  -0.122
H  2.3426  -2.8400  0.0461  0.039
H  2.7927  -3.8456  1.4751  0.081
H  2.3533  -2.1268  1.6758  0.016
H  -0.6478  -3.5107  3.0042  0.051
H  0.7593  -2.1199  3.1354  -0.007
H  1.0538  -4.0877  3.3250  0.051
O  -0.6983  -4.4238  -0.3426  0.025
H  -0.0883  -5.4955  1.3473  0.120
H  1.1825  -5.2076  0.1059  0.121
O  -0.8141  4.3145  -0.1050  0.024
H  0.9797  5.3234  0.1904  0.128
H  0.0731  4.9159  1.6843  0.133
C  -2.1669  2.4712  -0.9205  -0.051
C  -2.0049  -2.4598  -1.0467  -0.056
C  -1.5581  -1.1506  -1.6713  -0.263
H  -2.8163  -2.2334  -0.3322  0.133
H  -2.3869  -3.1797  -1.7816  0.120
C  -1.6639  0.0607  -0.9976  -0.223
C  -1.7011  1.2554  -1.6558  -0.258
H  1.2019  -1.3758  2.8400  0.010
C  -1.1540  1.3179  -2.9591  -0.221
C  -0.7880  0.1216  -3.5804  -0.012
C  -0.9303  2.6353  -3.6236  -0.047
C  -0.9937  -1.1138  -2.9685  -0.241
H  -0.3729  0.1537  -4.5955  0.112
C  -0.6320  -2.3863  -3.6624  -0.047
H  -0.1778  -2.1675  -4.6365  0.075
H  -1.5237  -3.0051  -3.8293  0.079
H  0.0861  -2.9742  -3.0727  0.089
H  -1.8470  3.2356  -3.6385  0.077
H  -0.6031  2.4863  -4.6596  0.075
H  -0.1505  3.2199  -3.1138  0.081
H  -2.5859  3.2433  -1.5689  0.119
H  -2.9180  2.1881  -0.1676  0.135
F  -0.9609  0.1907  2.6939  -0.228
B  -0.4164  0.5984  4.1732  -1.133
F  -0.8800  -0.4189  4.9632  0.158
F  0.9711  0.6176  4.0248  0.080
F  -0.9638  1.8496  4.3610  0.135

Values from the calculation:
Net charge: -1
LUMO, eV: 2.660

# 3
Below is C2H5ClNO2S as an isolated structure in a non-equilibrium geometry, with properties calculated with ωB97M-V/def2-TZVPD.

Last column: Löwdin charge in e.
Geometry (Å):
C  -1.0120  0.8483  0.1471  -0.158
C  -1.0524  -0.6296  0.0441  -0.384
N  0.0363  -1.2810  0.7531  -0.068
O  1.3640  -0.7592  -1.3655  -0.398
O  2.5007  -1.4236  0.6609  -0.408
S  1.3755  -0.7149  0.0799  0.454
Cl  2.4655  1.8860  0.2047  -0.409
H  -0.1119  1.1609  -0.4568  0.011
H  -1.8251  1.2750  -0.6086  0.120
H  -0.8439  1.3957  1.0772  0.073
H  -1.9105  -1.0578  0.4652  0.080
H  -0.9862  -0.6998  -1.0014  0.086

Values from the calculation:
Multiplicity: 3
Net charge: -1
Energy relative to the best compared isomer or geometry (same formula, charge and spin), kJ/mol: 0.0
Expectation value of S²: 2.01
LUMO (alpha / beta), eV: 3.630 / 0.923